11
Properties=species:S:1:pos:R:3:lowdin_charge:R:1 method="wB97M-V/def2-TZVPD" mol_weight_g_mol=106.22 smiles="CSC(C)=S" total_charge=0 total_energy_ev=-24877.684 max_force_ev_per_a=4.04 homo_energy_ev=-8.6 orbital_gap_ev=8.48 de_lowest_ev=1.0246
C -2.080 0.650 0.152 -0.406
C 0.590 -0.224 0.155 -1.199
C 1.573 -1.394 0.097 -0.201
H -1.843 1.143 1.181 0.079
H -1.881 1.477 -0.420 -0.031
H -3.159 0.390 0.028 0.049
H 2.646 -1.071 0.270 0.098
H 1.253 -2.090 0.902 0.079
H 1.297 -1.743 -0.828 0.024
S -1.017 -0.815 -0.149 0.839
S 1.092 1.296 -0.073 0.668